{
  "formula": "C38H106O44P10S2",
  "method": "ωB97M-V with the def2-TZVPD basis set",
  "smiles": "COP(=O)(OC)OC.COP(=O)(OC)OC.COP(=O)(OC)OC.COP(=O)(OC)OC.COP(=O)(OC)OC.COP(=O)(OC)OC.COP(=O)(OC)OC.COP(=O)(OC)OC.COP(=O)(OC)OC.COP(=O)(OC)OC.O=S1(=O)CCCC1.O=S1(=O)CCCC1",
  "relative_energy_kcal_mol": 84.5,
  "energy_ha": -9032.70532,
  "e_lumo_ev": 0.26,
  "gap_ha": 0.3806,
  "species": ["C", "O", "P", "O", "O", "C", "O", "C", "H", "H", "H", "H", "H", "H", "H", "H", "H", "C", "O", "P", "O", "O", "C", "O", "C", "H", "H", "H", "H", "H", "H", "H", "H", "H", "C", "O", "P", "O", "O", "C", "O", "C", "H", "H", "H", "H", "H", "H", "H", "H", "H", "C", "O", "P", "O", "O", "C", "O", "C", "H", "H", "H", "H", "H", "H", "H", "H", "H", "C", "O", "P", "O", "O", "C", "O", "C", "H", "H", "H", "H", "H", "H", "H", "H", "H", "C", "O", "P", "O", "O", "C", "O", "C", "H", "H", "H", "H", "H", "H", "H", "H", "H", "C", "O", "P", "O", "O", "C", "O", "C", "H", "H", "H", "H", "H", "H", "H", "H", "H", "C", "O", "P", "O", "O", "C", "O", "C", "H", "H", "H", "H", "H", "H", "H", "H", "H", "C", "O", "P", "O", "O", "C", "O", "C", "H", "H", "H", "H", "H", "H", "H", "H", "H", "C", "O", "P", "O", "O", "C", "O", "C", "H", "H", "H", "H", "H", "H", "H", "H", "H", "C", "C", "C", "S", "O", "O", "C", "H", "H", "H", "H", "H", "H", "H", "H", "C", "C", "C", "S", "O", "O", "C", "H", "H", "H", "H", "H", "H", "H", "H"],
  "xyz": [[3.32, -0.88, -5.16], [2.38, -1.50, -6.06], [0.83, -1.65, -5.68], [0.21, -0.34, -5.22], [0.09, -2.33, -6.95], [0.03, -1.74, -8.21], [0.88, -2.82, -4.56], [-0.36, -3.55, -4.43], [4.17, -0.41, -5.65], [3.58, -1.64, -4.42], [2.79, -0.15, -4.56], [-0.94, -1.88, -8.69], [0.78, -2.21, -8.84], [0.15, -0.66, -8.14], [-0.64, -3.48, -3.37], [-0.27, -4.62, -4.64], [-1.12, -3.20, -5.12], [7.26, -4.57, -3.63], [6.13, -4.79, -4.45], [5.32, -6.19, -4.30], [5.82, -7.20, -3.32], [5.34, -6.65, -5.84], [5.91, -7.86, -6.23], [3.75, -5.76, -4.04], [3.43, -4.80, -3.06], [7.01, -4.07, -2.69], [7.92, -4.03, -4.30], [7.77, -5.51, -3.41], [6.93, -7.75, -6.59], [5.40, -8.14, -7.15], [5.90, -8.64, -5.47], [4.28, -4.14, -2.89], [3.30, -5.39, -2.15], [2.60, -4.11, -3.22], [2.63, -0.93, -1.47], [1.65, -1.52, -0.61], [0.39, -0.65, 0.01], [-0.36, -1.31, 1.06], [-0.46, -0.01, -1.28], [-1.55, -0.83, -1.84], [1.10, 0.66, 0.58], [0.48, 1.78, 1.07], [2.94, -1.59, -2.28], [3.43, -0.81, -0.74], [2.34, 0.09, -1.74], [-2.58, -0.55, -1.63], [-1.35, -1.86, -1.55], [-1.42, -0.88, -2.92], [1.06, 2.67, 0.83], [0.22, 1.72, 2.13], [-0.54, 1.94, 0.71], [-2.64, -2.05, 3.44], [-2.56, -1.74, 4.83], [-3.14, -2.87, 5.86], [-4.57, -3.26, 5.78], [-2.12, -4.19, 5.83], [-2.40, -5.29, 6.76], [-2.69, -2.17, 7.27], [-3.58, -1.15, 7.81], [-3.40, -1.43, 2.98], [-2.78, -3.09, 3.15], [-1.61, -1.88, 3.13], [-2.92, -4.87, 7.62], [-1.45, -5.61, 7.17], [-2.89, -6.16, 6.32], [-4.38, -0.91, 7.11], [-3.07, -0.20, 7.93], [-3.97, -1.44, 8.78], [1.67, 6.85, 1.08], [2.58, 5.69, 1.28], [3.81, 5.83, 2.40], [3.41, 5.94, 3.80], [4.72, 4.50, 2.15], [4.06, 3.24, 2.45], [4.81, 6.97, 1.86], [5.12, 7.07, 0.48], [0.66, 6.46, 0.95], [1.94, 7.20, 0.08], [1.66, 7.65, 1.82], [4.30, 2.82, 3.43], [4.39, 2.53, 1.68], [2.97, 3.24, 2.38], [4.68, 7.97, 0.05], [4.71, 6.30, -0.17], [6.19, 6.95, 0.35], [-3.59, -3.02, -0.17], [-4.53, -3.20, 0.90], [-6.08, -2.75, 0.72], [-6.78, -3.08, -0.57], [-6.80, -3.34, 2.00], [-6.33, -3.18, 3.33], [-6.06, -1.18, 1.02], [-7.18, -0.34, 1.00], [-3.35, -4.00, -0.58], [-2.79, -2.45, 0.29], [-4.00, -2.43, -1.00], [-5.43, -2.56, 3.42], [-6.24, -4.10, 3.90], [-7.01, -2.54, 3.88], [-7.18, 0.44, 0.24], [-7.16, 0.26, 1.90], [-8.13, -0.89, 0.94], [-3.74, 4.00, -1.58], [-4.14, 4.17, -0.22], [-3.15, 3.70, 0.98], [-1.94, 4.54, 1.06], [-4.10, 3.85, 2.31], [-4.52, 5.10, 2.65], [-2.95, 2.11, 0.78], [-4.04, 1.20, 0.54], [-4.51, 4.50, -2.16], [-3.86, 2.97, -1.92], [-2.74, 4.37, -1.82], [-5.52, 5.22, 2.24], [-3.90, 5.89, 2.24], [-4.66, 5.23, 3.72], [-3.78, 0.49, 1.32], [-4.06, 0.71, -0.44], [-5.04, 1.63, 0.66], [-6.21, -3.66, -4.50], [-6.07, -2.31, -4.43], [-4.66, -1.66, -4.64], [-3.54, -2.32, -3.96], [-4.52, -1.50, -6.25], [-4.01, -2.57, -6.96], [-5.01, -0.15, -4.21], [-5.41, 0.01, -2.92], [-6.80, -4.01, -3.66], [-6.72, -3.90, -5.43], [-5.29, -4.24, -4.44], [-3.04, -2.30, -7.37], [-4.66, -2.73, -7.82], [-3.79, -3.54, -6.51], [-6.40, 0.48, -2.91], [-4.74, 0.79, -2.55], [-5.50, -0.82, -2.22], [-5.13, 0.91, 4.37], [-4.61, 2.14, 4.56], [-3.75, 2.58, 5.83], [-4.40, 2.15, 7.11], [-2.32, 1.95, 5.58], [-1.74, 1.65, 4.28], [-3.45, 4.15, 5.68], [-3.87, 5.10, 6.59], [-4.42, 0.08, 4.43], [-5.47, 0.95, 3.34], [-5.97, 0.74, 5.05], [-0.84, 2.24, 4.09], [-2.44, 1.88, 3.48], [-1.58, 0.57, 4.38], [-4.08, 6.03, 6.06], [-3.10, 5.31, 7.33], [-4.75, 4.76, 7.14], [0.64, -0.94, 5.96], [1.79, -1.14, 5.14], [2.65, 0.16, 4.65], [1.80, 1.24, 4.09], [3.74, -0.38, 3.67], [3.33, -1.14, 2.58], [3.54, 0.53, 6.02], [4.21, -0.55, 6.77], [-0.06, -1.73, 5.72], [0.26, 0.07, 5.79], [1.04, -1.03, 6.97], [2.26, -1.05, 2.39], [3.62, -2.19, 2.65], [3.76, -0.67, 1.70], [5.27, -0.31, 6.89], [4.10, -1.54, 6.33], [3.71, -0.69, 7.73], [6.46, 1.79, -0.52], [7.26, 2.41, -1.70], [7.58, 1.33, -2.78], [6.55, -0.12, -2.31], [7.35, -1.39, -2.52], [5.23, -0.10, -2.91], [6.52, 0.24, -0.49], [5.39, 1.97, -0.66], [6.76, 2.12, 0.47], [8.23, 2.71, -1.29], [6.85, 3.33, -2.10], [8.53, 0.87, -2.50], [7.59, 1.58, -3.84], [7.48, -0.12, -0.11], [5.70, -0.34, -0.07], [1.91, 2.41, -3.97], [1.13, 3.72, -3.63], [1.80, 4.46, -2.39], [3.42, 3.58, -2.09], [3.17, 2.47, -1.19], [4.57, 4.51, -1.97], [3.40, 2.76, -3.74], [1.68, 1.99, -4.94], [1.57, 1.55, -3.40], [0.08, 3.44, -3.50], [1.16, 4.43, -4.46], [1.23, 4.45, -1.46], [2.03, 5.52, -2.54], [4.13, 1.96, -3.87], [3.70, 3.57, -4.41]]
}

=====

{
  "formula": "C38H107FeN7O16P",
  "method": "ωB97M-V with the def2-TZVPD basis set",
  "relative_energy_kcal_mol": 78.6,
  "s2": 8.755,
  "energy_ha": -4703.98886,
  "e_lumo_ev": [0.16, 0.13],
  "gap_ha": [0.3023, 0.3050],
  "multiplicity": 6,
  "species": ["Fe", "P", "O", "O", "O", "O", "C", "C", "O", "H", "H", "H", "H", "H", "H", "C", "C", "O", "H", "H", "H", "H", "H", "H", "C", "C", "O", "H", "H", "H", "H", "H", "H", "C", "C", "O", "H", "H", "H", "H", "H", "H", "C", "C", "O", "H", "H", "H", "H", "H", "H", "C", "C", "C", "O", "C", "N", "H", "H", "H", "H", "H", "H", "H", "H", "H", "H", "H", "C", "C", "C", "O", "C", "N", "H", "H", "H", "H", "H", "H", "H", "H", "H", "H", "H", "C", "C", "C", "O", "C", "N", "H", "H", "H", "H", "H", "H", "H", "H", "H", "H", "H", "C", "C", "C", "O", "C", "N", "H", "H", "H", "H", "H", "H", "H", "H", "H", "H", "H", "C", "C", "C", "O", "C", "N", "H", "H", "H", "H", "H", "H", "H", "H", "H", "H", "H", "C", "C", "C", "O", "C", "N", "H", "H", "H", "H", "H", "H", "H", "H", "H", "H", "H", "C", "C", "C", "O", "C", "N", "H", "H", "H", "H", "H", "H", "H", "H", "H", "H", "H"],
  "xyz": [[0.87, -0.45, -0.44], [-1.05, -0.04, 0.83], [0.39, -0.38, 1.42], [-0.83, -1.14, -0.23], [-0.39, 0.91, -0.17], [-2.31, 0.24, 1.58], [2.41, -2.36, 4.82], [1.09, -2.42, 4.08], [1.11, -2.62, 2.68], [2.39, -1.93, 5.82], [3.17, -2.03, 4.11], [2.79, -3.37, 5.01], [0.47, -1.53, 4.16], [0.42, -3.09, 4.61], [0.64, -1.85, 2.35], [-1.54, 2.52, 5.74], [-0.87, 2.00, 4.49], [-0.81, 0.55, 4.47], [-2.39, 1.88, 5.96], [-1.87, 3.56, 5.67], [-0.81, 2.54, 6.55], [0.18, 2.28, 4.36], [-1.43, 2.33, 3.62], [-0.88, 0.37, 3.53], [-4.68, 2.06, -0.46], [-4.86, 2.33, 1.02], [-3.65, 2.45, 1.69], [-4.02, 2.78, -0.95], [-5.66, 1.98, -0.93], [-4.22, 1.08, -0.60], [-5.47, 1.55, 1.47], [-5.45, 3.22, 1.25], [-3.23, 1.59, 1.73], [-4.12, -0.75, 4.35], [-3.26, -1.75, 3.47], [-3.78, -1.73, 2.20], [-4.11, 0.27, 3.95], [-3.68, -0.72, 5.35], [-5.13, -1.15, 4.47], [-3.37, -2.81, 3.71], [-2.23, -1.44, 3.64], [-3.29, -1.05, 1.75], [-4.92, -1.91, -1.37], [-3.80, -1.99, -2.35], [-3.01, -0.80, -2.05], [-4.50, -1.93, -0.37], [-5.61, -2.75, -1.31], [-5.41, -0.94, -1.48], [-4.14, -1.79, -3.36], [-3.44, -3.02, -2.29], [-2.67, -0.98, -1.17], [-3.78, 2.10, -4.04], [-2.19, 2.21, -4.14], [-1.80, 3.76, -4.33], [-2.32, 4.38, -5.48], [-1.87, 5.76, -5.79], [-1.62, 1.44, -3.09], [-4.38, 2.42, -3.19], [-4.15, 1.11, -4.31], [-4.06, 2.72, -4.89], [-1.95, 1.86, -5.14], [-0.74, 3.99, -4.20], [-2.35, 4.33, -3.59], [-0.80, 5.93, -5.66], [-2.39, 6.41, -5.09], [-2.31, 6.10, -6.72], [-1.60, 1.93, -2.20], [-2.23, 0.69, -2.79], [1.75, 3.02, -1.20], [2.60, 1.80, -1.47], [4.09, 2.31, -1.65], [5.00, 1.22, -1.70], [6.38, 1.46, -2.10], [2.49, 0.80, -0.40], [0.76, 3.08, -1.64], [2.34, 3.87, -1.56], [1.61, 3.24, -0.14], [2.27, 1.43, -2.45], [4.38, 2.87, -0.75], [4.25, 2.88, -2.57], [6.89, 0.50, -2.15], [6.87, 2.24, -1.52], [6.40, 1.91, -3.09], [2.50, 1.40, 0.41], [3.44, 0.53, -0.19], [-2.54, 5.29, 0.29], [-1.30, 4.41, 0.26], [-0.75, 4.42, 1.76], [-0.16, 5.70, 2.15], [0.37, 5.66, 3.45], [-1.63, 3.15, -0.34], [-3.17, 4.89, 1.08], [-3.07, 5.15, -0.65], [-2.44, 6.37, 0.42], [-0.57, 4.94, -0.35], [-0.07, 3.57, 1.83], [-1.55, 4.14, 2.44], [0.67, 6.65, 3.80], [1.29, 5.09, 3.37], [-0.26, 5.28, 4.25], [-1.02, 2.36, -0.23], [-2.31, 2.63, 0.19], [-0.22, -1.25, -4.57], [0.05, -1.89, -3.28], [0.93, -3.10, -3.50], [1.32, -3.81, -2.30], [1.69, -5.13, -2.44], [0.60, -0.80, -2.48], [0.68, -0.88, -5.06], [-0.93, -0.44, -4.43], [-0.73, -1.95, -5.23], [-0.91, -2.24, -2.89], [1.84, -2.87, -4.06], [0.37, -3.86, -4.04], [2.65, -5.33, -1.96], [1.80, -5.51, -3.46], [0.87, -5.71, -2.02], [-0.03, -0.06, -2.76], [1.38, -0.68, -3.12], [-0.24, -6.18, 0.85], [-1.17, -5.11, 0.27], [-2.64, -5.26, 0.62], [-3.15, -6.24, -0.27], [-4.33, -7.01, 0.27], [-0.56, -3.84, 0.54], [-0.30, -6.96, 0.09], [-0.60, -6.51, 1.82], [0.76, -5.78, 1.01], [-1.04, -5.24, -0.81], [-3.20, -4.33, 0.50], [-2.60, -5.57, 1.66], [-4.10, -7.62, 1.14], [-4.85, -7.52, -0.55], [-5.12, -6.33, 0.61], [-0.53, -3.67, 1.54], [-1.17, -3.20, 0.06], [3.66, -3.51, 0.50], [3.29, -2.29, -0.27], [3.97, -2.18, -1.67], [3.43, -1.13, -2.40], [3.92, -1.02, -3.77], [1.85, -2.24, -0.22], [3.31, -3.60, 1.53], [4.74, -3.65, 0.55], [3.37, -4.44, 0.00], [3.63, -1.42, 0.30], [4.10, -3.08, -2.27], [4.99, -1.83, -1.50], [3.39, -0.21, -4.29], [3.80, -2.00, -4.22], [4.97, -0.74, -3.72], [1.53, -2.96, -0.85], [1.43, -2.72, 0.56], [2.76, 0.73, 3.47], [3.44, 1.95, 2.81], [4.81, 1.74, 2.14], [4.78, 0.64, 1.22], [6.07, 0.11, 1.10], [2.51, 2.57, 1.90], [2.34, 0.08, 2.70], [1.92, 0.93, 4.14], [3.48, 0.32, 4.19], [3.68, 2.71, 3.56], [5.49, 1.51, 2.97], [5.20, 2.58, 1.56], [6.63, 0.85, 0.53], [6.05, -0.83, 0.56], [6.50, -0.13, 2.07], [2.79, 3.45, 1.48], [1.60, 2.52, 2.32]]
}